Molecular formula: C20H44BN3O5P2
Method: DFT, ωB97M-V/def2-TZVPD

Each line ends with the Mulliken charge.
CARTESIAN COORDINATES (ANGSTROEM)
C  0.18287  -4.39399  4.38128  -1.158
C  -0.26582  -3.92867  3.21530  -0.103
B  -1.35806  -2.79327  2.96021  1.070
C  -2.84867  -3.43711  3.07401  -0.922
C  -3.33222  -3.55023  4.52969  -0.071
C  -4.16242  -2.34871  4.97445  -1.174
O  -1.16786  -1.56583  3.88133  -0.675
C  -1.56479  -0.56364  3.05454  -1.389
O  -1.30717  0.77383  3.53368  -0.220
N  -2.33104  1.19030  4.38907  0.146
O  -2.35332  2.35594  4.45181  -0.415
C  -0.82059  -0.83186  1.74709  1.316
P  -1.25200  0.22425  0.30894  0.251
N  -2.85398  0.68094  0.69273  -0.617
O  -0.34915  1.59828  0.60447  -0.744
P  1.07769  -0.93936  1.99015  -0.113
C  1.75099  -0.84883  0.26811  1.448
C  1.40027  -2.11544  -0.53663  -1.102
C  1.73658  0.61325  2.75634  -0.145
C  3.00457  0.28002  3.55135  -1.275
O  -1.19447  -2.15976  1.51915  -0.455
H  0.00587  -3.84469  5.30396  0.213
H  0.71758  -5.33620  4.47526  0.255
H  0.11841  -4.40685  2.30814  0.199
H  -3.58852  -2.88484  2.48001  0.371
H  -2.78987  -4.44634  2.65189  0.212
H  -3.92912  -4.45807  4.67139  0.388
H  -2.47101  -3.64894  5.19787  0.054
H  -4.59082  -2.50631  5.96881  0.418
H  -3.54578  -1.44934  5.02394  0.152
H  -4.99430  -2.17207  4.28627  0.278
H  -2.63856  -0.66220  2.83205  0.837
H  -3.27508  1.19726  -0.07055  0.309
H  -2.95236  1.25081  1.52794  0.150
H  -0.30595  1.82711  1.54494  0.417
H  1.45894  0.05494  -0.28166  -1.707
H  2.83414  -0.77759  0.41389  0.703
H  2.20207  -2.85213  -0.48266  0.338
H  1.22879  -1.87699  -1.59081  0.207
H  0.48997  -2.58258  -0.15876  0.207
H  1.96326  1.39320  2.02004  0.200
H  0.97050  0.99874  3.42828  0.172
H  3.59370  1.17526  3.76146  0.388
H  3.64849  -0.40302  2.98901  0.302
H  2.75493  -0.23554  4.47814  0.344
C  -1.32890  0.20901  -4.42801  -1.525
C  -0.83011  0.56669  -3.03709  0.666
C  -0.63268  2.05349  -2.75883  -0.331
C  0.28267  2.87678  -3.64613  -1.228
N  1.75993  2.51762  -3.58403  0.542
C  2.08105  1.24774  -4.33655  -0.291
C  2.19603  1.68396  -5.78050  -0.698
C  2.96892  3.00241  -5.67557  -0.643
C  2.56061  3.58955  -4.31756  -0.518
C  2.20116  2.41704  -2.16035  -1.372
H  -0.70981  0.62322  -5.23068  0.216
H  -1.34646  -0.87234  -4.56157  0.384
H  -2.34558  0.57463  -4.58383  0.419
H  0.08145  0.01309  -2.78713  -0.474
H  -1.49765  0.24810  -2.24161  0.396
H  -0.32063  2.17227  -1.71804  0.060
H  -1.60540  2.55343  -2.81413  0.554
H  0.23645  3.91331  -3.31126  0.493
H  -0.00079  2.85767  -4.69832  0.442
H  3.04022  0.89605  -3.95525  0.520
H  1.32314  0.50028  -4.14041  0.048
H  1.20831  1.83970  -6.21555  0.180
H  2.70544  0.93722  -6.38518  0.536
H  2.74480  3.68389  -6.49287  0.357
H  4.04201  2.81674  -5.69141  0.308
H  1.93634  4.47413  -4.40260  0.348
H  3.42181  3.83083  -3.70034  0.358
H  1.70162  1.57979  -1.67829  0.286
H  1.95283  3.34247  -1.64527  0.375
H  3.27655  2.25746  -2.14751  0.533

The spin multiplicity is 1. The value obtained for the HOMO-LUMO gap is 6.143 eV. For the total energy, the calculation gives -55412.3306 eV. The charge is 0. The value obtained for the LUMO energy is -0.6 eV.